Density functional theory data (ωB97M-V with the def2-TZVPD basis set) for a 8-piece molecular cluster, C34H59N8O11P overall.

Structure (XYZ):
```
113
Properties=species:S:1:pos:R:3:mulliken_charge:R:1
O -1.219 1.225 -0.442 -0.5162
C -0.045 1.362 -0.256 -0.3482
C 1.047 0.590 -1.101 -0.3248
C 1.202 -0.818 -0.483 0.8189
C 2.380 -1.406 -0.140 0.6728
C 3.735 -0.756 -0.369 -0.0976
C 4.096 -0.210 -1.641 -0.2739
C 5.357 0.384 -1.818 -0.3131
N 6.384 0.513 -0.957 -0.6288
C 6.005 -0.013 0.224 -0.3348
C 4.790 -0.604 0.607 -0.3308
C 2.249 -2.813 0.495 0.0009
O 2.962 -3.726 0.232 -0.5786
C 1.055 -2.960 1.483 0.4872
P 1.156 -3.859 3.097 0.3698
O 2.170 -4.948 3.123 -0.6078
C -0.108 -2.397 1.124 -0.8315
C -0.102 -1.623 -0.222 0.2547
O -0.993 -1.661 -1.008 -0.5200
H 0.240 2.047 0.587 0.4103
H 0.761 0.579 -2.170 0.2832
H 1.988 1.167 -0.954 0.3768
H 3.381 -0.243 -2.477 0.3884
H 5.551 0.817 -2.821 0.3450
H 6.784 0.038 1.012 0.3533
H 4.645 -0.954 1.640 0.3723
H 1.439 -2.917 4.137 0.0629
H -0.174 -4.320 3.350 0.0685
H -1.026 -2.460 1.730 0.3630
C 1.126 3.760 3.269 -0.8393
C 1.935 2.582 3.717 0.7432
O 2.806 2.121 3.001 -0.6271
N 1.662 2.031 4.932 -0.1499
C 0.662 2.443 5.899 -0.8565
H 1.470 4.068 2.283 -0.0906
H 0.073 3.473 3.201 0.3180
H 1.241 4.601 3.957 0.4533
H 2.247 1.240 5.155 0.2498
H 1.163 2.697 6.835 0.2888
H -0.019 1.609 6.077 0.2697
H 0.095 3.301 5.552 0.3292
C -0.388 -5.120 -3.748 -1.3763
C 0.839 -4.528 -3.100 0.9090
O 1.247 -3.408 -3.384 -0.6722
N 1.490 -5.280 -2.179 -0.0204
C 1.163 -6.615 -1.714 -0.9707
H -0.798 -4.406 -4.458 0.3082
H -0.126 -6.033 -4.285 0.3698
H -1.147 -5.334 -2.993 0.3538
H 2.300 -4.821 -1.789 0.1547
H 0.997 -6.573 -0.634 0.2959
H 2.009 -7.269 -1.920 0.3472
H 0.277 -7.010 -2.200 0.3264
C -3.583 5.894 0.941 -1.4552
C -3.471 4.507 1.520 0.8409
O -3.161 4.315 2.693 -0.6719
N -3.724 3.460 0.700 0.0919
C -4.099 3.487 -0.703 -0.9294
H -3.353 6.625 1.712 0.3459
H -2.874 6.019 0.121 0.3688
H -4.599 6.073 0.585 0.3589
H -3.630 2.564 1.153 0.2192
H -5.064 2.989 -0.810 0.2812
H -3.348 2.937 -1.269 0.2271
H -4.171 4.497 -1.091 0.3503
C -7.388 3.175 6.298 -1.1476
C -6.936 1.883 5.666 0.7066
O -7.291 0.793 6.092 -0.6646
N -6.109 1.962 4.592 -0.1016
C -5.581 3.154 3.945 -0.6645
H -8.040 2.954 7.139 0.2949
H -6.527 3.737 6.664 0.3288
H -7.945 3.774 5.576 0.3209
H -5.848 1.061 4.221 0.1952
H -5.902 3.152 2.901 0.2007
H -4.495 3.118 3.981 0.2235
H -5.927 4.064 4.425 0.2842
C -1.574 3.817 -4.817 -1.2660
C -3.032 3.512 -4.581 0.8001
O -3.681 4.079 -3.714 -0.6435
N -3.616 2.573 -5.370 -0.1609
C -3.016 1.800 -6.440 -0.8335
H -1.250 4.582 -4.115 0.2744
H -0.971 2.922 -4.657 0.3316
H -1.426 4.193 -5.831 0.3908
H -4.590 2.421 -5.156 0.2290
H -3.559 2.001 -7.365 0.2850
H -3.106 0.739 -6.199 0.2811
H -1.968 2.047 -6.579 0.3243
C 4.797 5.055 0.213 -1.3061
C 3.338 5.371 0.417 0.8091
O 2.489 4.495 0.480 -0.6251
N 2.982 6.678 0.532 -0.1734
C 3.837 7.849 0.485 -0.9154
H 4.924 3.977 0.141 0.2010
H 5.157 5.510 -0.712 0.3943
H 5.383 5.416 1.060 0.3790
H 1.992 6.814 0.666 0.2394
H 3.736 8.396 1.423 0.2970
H 3.510 8.489 -0.336 0.2961
H 4.879 7.582 0.337 0.3473
C 0.617 -10.745 -3.918 -1.3143
C 1.844 -10.161 -3.265 0.8050
O 2.259 -9.047 -3.543 -0.6443
N 2.489 -10.920 -2.339 -0.1533
C 2.152 -12.254 -1.879 -0.8505
H 0.213 -10.028 -4.629 0.2798
H 0.874 -11.659 -4.457 0.3919
H -0.147 -10.956 -3.168 0.3579
H 3.299 -10.468 -1.944 0.2311
H 1.980 -12.220 -0.802 0.2886
H 2.994 -12.918 -2.082 0.2874
H 1.265 -12.640 -2.372 0.3249
```

As for the spin multiplicity: 1. Its frontier orbital gap is 7.90 eV. As for the structure (SMILES): O=CCC1=C(c2ccncc2)C(=O)C([PH2]=O)=CC1=O.CNC(C)=O.CNC(C)=O.CNC(C)=O.CNC(C)=O.CNC(C)=O.CNC(C)=O.CNC(C)=O. As for the total charge: 0. The value obtained for the electronic energy is -2937.999872 a.u. The HOMO energy is -8.9 eV.

---

Density functional theory data (ωB97M-V with the def2-TZVPD basis set) for one molecule with the formula C4H6N2O.

Structure (XYZ):
```
13
Properties=species:S:1:pos:R:3:nbo_charge:R:1
N -1.362 1.122 -0.393 -0.7262
C -1.797 0.085 0.186 0.4068
O -1.117 -1.070 0.251 -0.4916
C 0.221 -1.074 -0.245 -0.0631
C 1.104 -0.032 0.481 -0.5498
C 1.990 0.669 -0.442 0.2936
N 2.693 1.223 -1.173 -0.3258
H -2.007 1.897 -0.264 0.3606
H -2.728 -0.025 0.747 0.1592
H 0.230 -0.942 -1.334 0.2079
H 0.573 -2.077 -0.007 0.2036
H 0.470 0.725 0.946 0.2782
H 1.731 -0.501 1.247 0.2468
```

As for the spin multiplicity: 1. As for the relative energy (zero: lowest compared OMol25 entry of this formula, charge and spin): 1.498 eV. Its frontier orbital gap is 11.40 eV. As for the structure (SMILES): [H]/N=C/OCCC#N. As for the total charge: 0. The value obtained for the electronic energy is -340.739851 a.u. The HOMO energy is -10.7 eV.

---

Density functional theory data (ωB97M-V with the def2-TZVPD basis set) for one molecule with the formula C4H9NO.

Structure (XYZ):
```
15
Properties=species:S:1:pos:R:3:nbo_charge:R:1
C 0.533 2.385 1.355 -0.6179
C -0.037 1.037 1.756 -0.1871
N -0.394 0.178 0.584 -0.6523
C 0.498 -0.667 -0.357 -0.3306
C -0.301 -1.193 -1.640 0.4351
O -0.375 -2.274 -2.162 -0.5030
H -0.276 2.997 0.724 0.2053
H 1.359 2.356 0.587 0.2137
H 0.787 2.939 2.205 0.2120
H -0.883 1.091 2.300 0.1952
H 0.691 0.425 2.506 0.1496
H -1.198 -0.302 0.777 0.3549
H 1.206 0.093 -0.904 0.2194
H 1.049 -1.546 0.221 0.2052
H -1.139 -0.477 -1.887 0.1004
```

As for the spin multiplicity: 1. As for the relative energy (zero: lowest compared OMol25 entry of this formula, charge and spin): 3.204 eV. Its frontier orbital gap is 10.03 eV. As for the structure (SMILES): CCNCC=O. As for the total charge: 0. The value obtained for the electronic energy is -287.714705 a.u. The HOMO energy is -9.0 eV.

---

Density functional theory data (ωB97M-V with the def2-TZVPD basis set) for one molecule with the formula C5H10O.

Structure (XYZ):
```
16
Properties=species:S:1:pos:R:3:nbo_charge:R:1
C -2.388 0.034 -1.155 -0.6210
C -1.395 0.170 -0.012 -0.0560
O -0.074 0.076 -0.512 -0.5260
C 0.907 0.323 0.449 0.0883
C 1.775 -0.757 1.051 -0.4545
C 2.321 0.184 0.005 -0.4366
H -3.410 0.069 -0.760 0.2107
H -2.258 -0.917 -1.681 0.2128
H -2.277 0.846 -1.881 0.2117
H -1.539 1.145 0.483 0.1584
H -1.573 -0.611 0.742 0.1632
H 0.658 1.141 1.127 0.1763
H 2.093 -0.595 2.078 0.2115
H 1.660 -1.801 0.775 0.2222
H 3.062 0.927 0.283 0.2136
H 2.440 -0.233 -0.992 0.2253
```

As for the spin multiplicity: 1. As for the relative energy (zero: lowest compared OMol25 entry of this formula, charge and spin): 1.498 eV. Its frontier orbital gap is 10.53 eV. As for the structure (SMILES): CCOC1CC1. As for the total charge: 0. The value obtained for the electronic energy is -271.697576 a.u. The HOMO energy is -9.3 eV.

---

Density functional theory data (ωB97M-V with the def2-TZVPD basis set) for C37H44ClINO3SeTi as an isolated structure.

Structure (XYZ):
```
89
Properties=species:S:1:pos:R:3:mulliken_spin:R:1
Ti -16.943 -2.641 9.205 0.9962
C -23.651 -2.506 4.899 0.0000
C -23.274 -2.317 6.333 -0.0002
C -23.811 -0.945 6.783 -0.0002
C -23.815 -3.466 7.203 0.0001
C -21.740 -2.292 6.532 -0.0007
C -21.128 -1.631 7.617 -0.0009
C -19.759 -1.840 7.858 -0.0082
Se -19.030 -0.867 9.304 -0.0091
C -19.799 -1.860 10.797 0.0255
C -20.987 -1.489 11.421 0.0045
C -21.571 -2.226 12.434 -0.0003
C -20.848 -3.405 12.788 -0.0028
C -19.622 -3.757 12.273 -0.0091
C -19.023 -2.869 11.282 -0.0091
O -17.808 -3.219 10.779 -0.0287
C -18.769 -5.002 12.733 0.0049
C -18.175 -5.787 11.480 -0.0070
C -17.601 -4.518 13.657 0.0006
C -19.702 -5.992 13.465 -0.0005
C -22.976 -1.998 13.033 -0.0003
C -22.746 -2.000 14.572 0.0003
C -23.513 -0.555 12.631 -0.0006
C -23.911 -3.155 12.583 0.0004
C -18.966 -2.811 7.183 0.0081
O -17.718 -2.936 7.551 -0.0037
C -19.568 -3.522 6.172 -0.0011
C -20.918 -3.236 5.868 -0.0003
C -18.764 -4.529 5.278 -0.0013
C -19.034 -5.894 5.917 0.0003
C -17.309 -4.347 5.143 0.0027
C -19.287 -4.477 3.819 0.0000
H -24.695 -2.681 4.856 0.0000
H -23.210 -3.430 4.524 0.0000
H -23.345 -1.678 4.272 0.0000
H -24.788 -0.840 6.414 0.0000
H -23.168 -0.111 6.415 0.0000
H -23.920 -0.794 7.870 0.0000
H -24.910 -3.487 7.197 -0.0001
H -23.596 -3.358 8.284 0.0000
H -23.434 -4.412 6.902 0.0000
H -21.748 -0.976 8.291 0.0012
H -21.361 -0.498 11.042 0.0013
H -21.207 -4.090 13.568 0.0007
H -17.068 -5.731 11.364 -0.0007
H -18.607 -5.347 10.569 0.0086
H -18.431 -6.833 11.552 0.0003
H -16.855 -4.086 12.988 0.0000
H -17.238 -5.369 14.188 -0.0002
H -17.927 -3.720 14.345 0.0001
H -20.365 -6.488 12.714 0.0001
H -20.340 -5.564 14.234 -0.0001
H -19.077 -6.729 13.940 0.0002
H -21.958 -1.322 14.824 0.0000
H -22.506 -3.013 14.969 0.0000
H -23.682 -1.727 15.123 -0.0001
H -22.808 0.201 12.961 0.0000
H -24.396 -0.481 13.146 0.0001
H -23.660 -0.435 11.531 0.0002
H -23.396 -4.160 12.764 0.0000
H -24.236 -3.147 11.550 0.0001
H -24.790 -3.083 13.193 0.0000
H -21.325 -3.976 5.225 -0.0001
H -18.763 -5.796 6.963 -0.0004
H -18.527 -6.784 5.522 0.0000
H -20.024 -6.035 5.911 0.0002
H -16.730 -4.306 6.059 -0.0002
H -17.057 -3.439 4.541 0.0001
H -16.937 -5.126 4.506 -0.0002
H -20.194 -5.157 3.656 0.0000
H -18.526 -4.939 3.183 0.0001
H -19.585 -3.481 3.550 -0.0001
Cl -10.300 -4.551 10.911 0.0000
C -11.877 -3.877 10.560 -0.0020
C -11.929 -2.537 10.799 -0.0010
C -13.084 -1.824 10.452 -0.0054
I -12.957 0.280 10.724 0.0006
C -14.221 -2.460 10.050 -0.0101
O -15.304 -1.784 9.647 0.0244
C -14.130 -3.863 9.828 0.0205
N -15.297 -4.382 9.389 0.0018
C -15.279 -5.618 9.070 -0.0008
C -14.164 -6.439 9.216 -0.0009
C -13.013 -5.971 9.700 0.0031
C -12.964 -4.617 10.026 0.0047
H -10.968 -2.036 11.009 0.0001
H -16.158 -6.112 8.674 -0.0057
H -14.246 -7.480 8.813 -0.0001
H -12.131 -6.642 9.851 0.0002
```

As for the spin multiplicity: 2. As for the relative energy (zero: lowest compared OMol25 entry of this formula, charge and spin): 0.275 eV. Its frontier orbital gap (alpha / beta) is 7.20 / 7.65 eV. As for the total charge: 0. The value obtained for the electronic energy is -5725.652759 a.u. The HOMO energy (alpha / beta) is -7.6 / -8.1 eV.

---

Density functional theory data (ωB97M-V with the def2-TZVPD basis set) for C32H38N3O3PbSi2 as an isolated structure.

Structure (XYZ):
```
79
Properties=species:S:1:pos:R:3:mulliken_charge:R:1
Pb 0.993 -0.696 -0.701 0.9805
C 4.689 -0.387 0.770 -1.2634
Si 3.530 -1.341 -0.406 0.2411
C 3.529 -3.221 -0.068 -1.1455
C 4.077 -0.958 -2.203 0.6750
C 5.429 -1.201 -2.457 -0.5762
C 6.015 -0.930 -3.678 -0.8212
C 5.246 -0.390 -4.692 -0.8436
C 3.905 -0.155 -4.467 -0.5568
C 3.288 -0.428 -3.245 0.6300
Si 1.405 -0.060 -3.222 0.1940
C 1.100 1.736 -3.782 -1.1255
C 0.558 -1.337 -4.367 -1.1595
H 5.714 -0.681 0.572 0.4295
H 4.495 -0.616 1.813 0.3904
H 4.634 0.690 0.634 0.3640
H 4.533 -3.632 -0.132 0.4065
H 2.908 -3.763 -0.778 0.3379
H 3.146 -3.435 0.927 0.3303
H 6.036 -1.620 -1.667 0.3347
H 7.062 -1.136 -3.836 0.4066
H 5.684 -0.155 -5.650 0.4089
H 3.307 0.262 -5.263 0.3116
H 1.539 1.902 -4.761 0.4425
H 1.540 2.458 -3.099 0.2861
H 0.040 1.958 -3.862 0.3929
H 0.913 -1.220 -5.388 0.3954
H -0.523 -1.222 -4.380 0.3455
H 0.773 -2.359 -4.067 0.3472
C -4.092 1.401 -0.375 -0.9102
O -3.871 0.571 0.748 -0.1982
C -4.083 1.187 1.969 0.8699
C -5.362 1.473 2.425 -0.6649
C -5.549 2.113 3.637 -0.6244
C -4.454 2.469 4.408 -0.6446
C -3.178 2.169 3.976 -0.8888
C -2.978 1.525 2.759 -0.0060
N -1.661 1.344 2.312 0.3554
C -1.138 0.410 1.465 0.2802
N -1.691 -0.810 1.519 0.0961
C -1.591 -1.972 0.740 0.0713
C -0.605 -2.235 -0.200 -0.2671
C -0.624 -3.451 -0.877 -0.5794
C -1.602 -4.392 -0.626 -1.1613
C -2.591 -4.136 0.311 -0.4425
C -2.592 -2.938 1.002 0.6583
O -3.509 -2.591 1.952 -0.4010
C -4.573 -3.480 2.222 -1.0335
N -0.076 0.719 0.753 0.0916
C 0.323 2.083 0.699 -0.4108
C -0.023 2.792 -0.446 0.0759
C 0.294 4.128 -0.585 -1.2502
C 0.946 4.786 0.445 -0.6413
C 1.294 4.098 1.590 -0.6056
C 1.012 2.739 1.728 0.2056
O 1.352 2.175 2.932 -0.5142
C 1.815 0.841 2.958 -0.4266
H -5.105 1.813 -0.388 0.3662
H -3.942 0.767 -1.247 0.2673
H -3.370 2.227 -0.392 0.2683
H -6.208 1.203 1.812 0.5118
H -6.547 2.348 3.972 0.4242
H -4.591 2.988 5.343 0.4176
H -2.319 2.444 4.570 0.5219
H -1.038 2.098 2.566 0.3812
H -2.511 -0.867 2.116 0.4273
H 0.142 -3.667 -1.608 0.3529
H -1.601 -5.332 -1.154 0.4178
H -3.352 -4.878 0.490 0.4758
H -5.192 -2.974 2.962 0.2688
H -4.208 -4.424 2.639 0.3796
H -5.169 -3.677 1.326 0.4136
H -0.574 2.271 -1.216 0.8635
H 0.019 4.650 -1.487 0.4864
H 1.179 5.833 0.350 0.4432
H 1.791 4.592 2.410 0.4971
H 2.345 0.734 3.905 0.4014
H 2.498 0.658 2.127 0.0907
H 1.000 0.115 2.921 0.1307
```

As for the spin multiplicity: 1. Its frontier orbital gap is 8.05 eV. As for the total charge: +1. The value obtained for the electronic energy is -2403.807898 a.u. The HOMO energy is -10.5 eV.

---

Density functional theory data (ωB97M-V with the def2-TZVPD basis set) for one molecule with the formula C4H7NO.

Structure (XYZ):
```
13
Properties=species:S:1:pos:R:3:nbo_charge:R:1
C 1.199 0.365 1.722 0.5546
C -0.339 -0.076 0.001 0.2417
C -1.013 1.057 -0.724 -0.6725
C 0.467 -1.211 -0.612 -0.6985
N -0.099 0.063 1.416 -0.6574
O 2.213 -0.025 1.289 -0.5286
H -1.816 0.536 -1.190 0.2303
H -0.546 1.350 -1.590 0.2249
H -1.307 1.738 -0.052 0.2127
H 0.530 -1.131 -1.693 0.2149
H -0.031 -2.148 -0.326 0.2293
H 1.516 -1.089 -0.143 0.2555
H -0.775 0.571 1.901 0.3932
```

As for the spin multiplicity: 1. As for the relative energy (zero: lowest compared OMol25 entry of this formula, charge and spin): 4.083 eV. Its frontier orbital gap (alpha / beta) is 7.63 / 8.66 eV. As for the total charge: 0. The value obtained for the electronic energy is -286.481613 a.u. The HOMO energy (alpha / beta) is -7.4 / -7.8 eV.

---

Density functional theory data (ωB97M-V with the def2-TZVPD basis set) for C25H19GeNO4Rh as an isolated structure.

Structure (XYZ):
```
51
Properties=species:S:1:pos:R:3:mulliken_spin:R:1
Rh -0.674 0.555 -1.643 0.0078
O 0.106 -2.841 -3.997 -0.0001
C -0.030 -1.700 -3.386 -0.0005
O -1.029 -1.342 -2.776 0.0008
C 1.140 -0.794 -3.444 0.0009
C 2.228 -0.885 -4.280 -0.0007
C 3.198 0.118 -4.207 0.0002
C 3.060 1.152 -3.298 0.0010
C 1.929 1.180 -2.495 -0.0012
N 1.010 0.227 -2.587 0.0008
C 1.577 2.218 -1.473 0.0014
O 2.420 2.925 -0.975 0.0170
O 0.301 2.220 -1.181 0.0348
H -0.706 -3.374 -3.938 0.0000
H 2.311 -1.706 -4.978 0.0000
H 4.055 0.086 -4.867 0.0000
H 3.793 1.942 -3.201 0.0002
C -4.817 1.678 1.144 -0.0010
C -4.118 1.845 -0.045 0.0013
C -2.893 1.219 -0.178 -0.0035
C -2.347 0.436 0.853 0.0080
C -3.073 0.264 2.028 -0.0056
C -4.305 0.895 2.168 0.0010
Ge -0.568 -0.230 0.622 0.0281
C -0.312 -1.926 1.435 -0.0131
C -1.196 -2.946 1.056 0.0003
C -0.993 -4.239 1.514 0.0014
C 0.084 -4.516 2.346 -0.0005
C 0.965 -3.509 2.722 0.0031
C 0.774 -2.213 2.269 0.0097
C 0.688 1.059 1.471 0.2295
C 2.070 0.869 1.300 -0.0016
C 2.917 1.929 1.481 0.2313
C 2.398 3.202 1.924 0.2549
C 1.033 3.385 2.149 0.0187
C 0.190 2.323 1.977 0.1898
H -5.775 2.164 1.267 -0.0001
H -4.527 2.448 -0.844 0.0001
H -2.389 1.384 -1.155 -0.0018
H -2.690 -0.361 2.827 -0.0010
H -4.872 0.761 3.080 0.0000
H -2.047 -2.730 0.419 0.0002
H -1.676 -5.027 1.225 0.0002
H 0.232 -5.522 2.714 0.0000
H 1.798 -3.733 3.374 0.0002
H 1.454 -1.436 2.592 -0.0044
H 2.458 -0.078 0.946 0.0006
H 3.973 1.833 1.267 -0.0058
H 3.088 4.012 2.120 -0.0080
H 0.654 4.345 2.469 0.0055
H -0.867 2.433 2.187 0.0002
```

As for the spin multiplicity: 2. Its frontier orbital gap (alpha / beta) is 7.29 / 5.08 eV. As for the total charge: +2. The value obtained for the electronic energy is -3506.642462 a.u. The HOMO energy (alpha / beta) is -14.8 / -14.7 eV.